No. 1
43
Properties=species:S:1:pos:R:3 method="wB97M-V/def2-TZVPD" homo_lumo_gap_ev="8.71 / 9.21" spin_multiplicity=4 total_charge=+1 e_lumo_ev="-3.497 / -3.566" s2=3.754 homo_ha="-0.44867 / -0.46962"
V -0.0369 1.4514 -0.6447
F 1.0847 0.4538 0.6230
C -1.4848 -1.0317 1.9877
O -2.4403 -1.4284 0.9977
C -2.2732 -1.0131 -0.2241
O -1.4675 -0.1878 -0.6027
O -3.1054 -1.6269 -1.0195
C -3.0613 -1.2756 -2.4028
H -1.8413 -1.3991 2.9417
H -1.3837 0.0492 2.0499
H -0.5154 -1.4524 1.7441
H -2.9600 -0.2001 -2.5478
H -3.9704 -1.6227 -2.8788
H -2.2147 -1.7498 -2.9064
C 3.6071 0.4616 -2.8463
O 2.7805 -0.7047 -2.6725
C 1.5233 -0.5569 -2.3747
O 0.9624 0.5257 -2.2674
O 0.8866 -1.6857 -2.1393
C 1.2801 -2.8977 -2.8159
H 3.7847 0.6341 -3.9031
H 4.5348 0.2495 -2.3271
H 3.1341 1.3349 -2.4100
H 2.2726 -3.2282 -2.5275
H 1.3219 -2.7582 -3.9023
H 0.4783 -3.5955 -2.6200
C 0.8427 2.7581 3.1649
O -0.5780 2.8370 3.3804
C -1.3325 2.6423 2.3368
O -0.9229 2.3794 1.2164
O -2.5881 2.6966 2.6789
C -3.5156 2.4949 1.6380
H 1.1343 1.7594 2.8553
H 1.2833 3.0375 4.1165
H 1.1612 3.5024 2.4352
H -4.5168 2.5914 2.0440
H -3.4392 1.5024 1.1896
H -3.3953 3.2529 0.8605
C 2.9461 -1.5229 1.4887
Cl 3.2949 -3.0770 0.7082
Cl 3.3217 -1.5574 3.2112
H 3.5096 -0.7508 0.9829
H 1.8986 -1.2919 1.3811

***

No. 2
44
Properties=species:S:1:pos:R:3 method="wB97M-V/def2-TZVPD" homo_lumo_gap_ev=7.97 relative_energy_kcal_mol=1.4 e_lumo_ev=0.322 homo_ha=-0.28116
Cd -1.3403 -1.0840 0.1485
O -1.5521 1.3946 3.6067
C -1.2109 0.9560 2.5221
O -1.3359 -0.2844 2.1811
C -0.5026 1.9022 1.5640
C 0.4069 2.7560 2.1906
C 1.1330 3.7045 1.4936
C 0.9070 3.8487 0.1306
C -0.0079 3.0257 -0.5016
C -0.7053 2.0173 0.1781
S -1.8605 1.0906 -0.8314
H 0.5111 2.6645 3.2637
H 1.8359 4.3452 2.0101
H 1.4219 4.6153 -0.4362
H -0.2245 3.1728 -1.5529
C 0.3538 -1.5945 -3.4439
N 1.0486 -0.6077 -2.6291
C 0.9217 0.7565 -3.1413
C 1.3758 -0.8644 -1.3545
S 0.7819 -2.2823 -0.5558
N 2.1836 -0.0204 -0.7025
C 3.1787 0.8116 -1.3671
C 2.2902 -0.0282 0.7543
H 0.5579 -1.3652 -4.4892
H -0.7246 -1.5411 -3.2725
H 0.7033 -2.5957 -3.2164
H -0.0884 0.8775 -3.5322
H 1.6497 0.9559 -3.9303
H 1.0413 1.4724 -2.3369
H 3.3155 0.4906 -2.3956
H 4.1243 0.6833 -0.8387
H 2.9058 1.8679 -1.3373
H 1.3446 -0.3091 1.2074
H 2.5368 0.9852 1.0694
H 3.0645 -0.7226 1.0862
N -2.8470 -2.4297 2.4409
C -3.6082 -3.3704 3.0059
C -3.8674 -4.3269 2.0430
C -3.2111 -3.8617 0.9006
N -2.5933 -2.7130 1.1567
H -2.4101 -1.5676 2.8041
H -3.9035 -3.3006 4.0386
H -4.4475 -5.2253 2.1521
H -3.1527 -4.2993 -0.0831

***

No. 3
17
Properties=species:S:1:pos:R:3 method="wB97M-V/def2-TZVPD" homo_lumo_gap_ev=10.33 total_charge=+1 relative_energy_kcal_mol=52.5 e_lumo_ev=-3.963 homo_ha=-0.52519
C 0.0490 -0.1548 -0.9394
C 0.1265 1.2057 -0.7658
C -0.4057 -1.4431 -0.4375
C -0.0646 -1.1677 1.1230
C 1.2975 0.4954 -0.7375
C -0.5502 2.3959 -0.7795
N 1.2249 -0.5150 1.3174
H -1.4702 -1.6826 -0.4244
H 0.1699 -2.2851 -0.8010
H -0.7660 -0.5139 1.5052
H -0.0104 -2.0620 1.6424
H 2.3770 0.7827 -0.7421
H -1.3173 2.5501 -1.6089
H 0.1435 3.2802 -0.6936
H -1.2191 2.5579 0.1311
H 1.1168 0.3872 1.7702
H 1.8209 -1.0743 1.8742